Below is a molecular structure, C33H47Br42N2O12PS3 at a distorted geometry, with properties calculated with ωB97M-V with the def2-TZVPD basis set.

## Properties
lowest unoccupied orbital energy	-0.387	eV
orbital gap	9.1	eV

The geometry in XYZ format:
```
140
Properties=species:S:1:pos:R:3:forces:R:3:lowdin_charge:R:1
C -0.14598 -0.80977 0.29916 0.038 -0.482 -0.270 -0.121
C 0.56794 0.21963 -0.75694 -1.397 0.216 1.814 -0.179
C 0.82081 1.61184 0.06762 1.854 -0.993 -0.344 -0.274
N 0.56252 2.83865 -0.74397 -1.514 -0.774 0.399 0.009
C -0.87060 3.06161 -1.05255 1.992 2.115 1.101 -0.579
S -2.20093 2.16375 -0.11178 -0.224 -0.868 0.226 0.992
C -2.27576 2.82446 1.64997 -0.542 -0.477 1.145 -0.356
C -1.86711 1.68510 2.74653 3.186 1.123 1.374 -0.459
O -0.83978 1.95338 3.45670 -4.318 -1.699 -2.689 0.009
O -2.61455 0.48025 2.86707 2.386 2.377 -0.149 -0.064
C -1.94658 -0.42550 3.81057 -0.303 -1.157 1.091 -0.094
C -2.80300 -1.80880 3.76515 -1.513 1.930 -0.513 -0.300
C -3.89149 -1.82324 4.94414 -0.258 -0.134 -0.244 -0.136
O -1.92095 -2.97198 3.72865 -1.408 -0.827 -1.271 -0.114
C -2.67217 -4.04098 3.14301 -2.727 -2.834 2.251 -0.400
O -3.39915 -4.76256 3.89338 3.221 3.065 -3.064 0.036
C -2.66030 -4.38740 1.56276 0.067 1.072 0.709 -0.408
S -0.92348 -4.76567 0.92813 -0.213 0.158 0.318 0.656
O -1.06265 4.46135 -0.56709 -2.630 -0.064 -2.519 -0.238
S -2.50926 4.91175 -1.36530 -4.940 6.955 1.796 0.837
O -3.76258 5.00803 -0.49857 4.036 -2.621 -2.012 -0.315
O -2.41148 6.33930 -1.89198 1.554 -5.089 0.372 -0.282
O -2.63979 3.67162 -2.54762 2.578 1.420 1.404 -0.162
C -1.22329 3.26525 -2.64001 -0.932 -1.892 -1.434 -0.402
C -0.90223 2.05953 -3.64555 -0.741 -1.462 0.607 -0.109
C -2.03051 0.86806 -3.60569 0.940 1.453 -1.584 -0.159
P -1.28759 -0.74989 -4.31816 0.236 -3.316 2.135 0.725
O -1.74849 -1.88434 -3.37961 0.711 2.519 -2.528 -0.336
O 0.43208 -0.73864 -4.26377 -3.072 0.294 -0.800 -0.291
C 0.98702 -1.97566 -4.79666 2.054 -0.639 -0.358 -0.255
C 1.94772 -2.70558 -3.69638 -0.952 -0.111 0.264 -0.141
O -1.71138 -0.98508 -5.95600 0.784 -0.011 2.753 -0.291
C -2.60304 -2.12422 -6.13839 -2.243 -0.910 -0.844 -0.301
C -4.09491 -1.68328 -5.66227 0.900 0.203 0.709 -0.132
O -0.65518 4.42212 -3.32316 4.192 -0.594 0.258 0.007
C 0.72552 4.27437 -3.57569 2.630 -0.107 1.334 -0.196
N 1.93401 4.16658 -3.59883 -6.542 0.780 -0.193 0.111
H -1.29940 -0.79050 0.17609 2.005 -0.117 0.107 0.077
H 0.05934 -0.53603 1.39255 -0.092 -0.234 -1.519 0.040
H 0.24247 -1.89081 0.15362 -0.819 1.770 0.084 0.055
H -0.22316 0.39259 -1.57513 1.605 -0.351 1.008 0.068
H 1.54615 -0.22716 -1.14401 -1.506 0.854 0.303 0.105
H 0.31985 1.60435 1.10504 0.448 0.056 -1.698 0.086
H 1.96264 1.60733 0.28653 -2.241 0.454 -0.560 0.026
H 0.91746 3.67189 -0.24432 -0.317 -0.654 -0.502 0.137
H -3.35307 3.16532 1.93933 1.907 -0.750 -1.376 0.024
H -1.60064 3.72935 1.81772 -0.785 -1.555 -0.260 0.064
H -0.84955 -0.61905 3.55252 -1.598 0.421 0.158 0.137
H -2.01534 0.07789 4.85065 0.249 -1.043 -1.636 0.151
H -3.39421 -1.80945 2.76402 1.033 0.255 1.502 0.160
H -4.65042 -2.67763 4.76288 1.351 1.377 0.399 0.050
H -4.49222 -0.82920 4.94222 1.138 -1.570 -0.165 0.107
H -3.35563 -1.96882 5.96164 -1.848 0.709 -2.322 -0.066
H -3.17271 -3.57026 0.92626 1.021 -1.073 1.186 0.093
H -3.27109 -5.34469 1.41815 1.126 1.367 0.441 0.094
H -0.03361 -3.85331 1.48357 -1.359 -0.373 -0.107 -0.136
H -0.85881 2.37896 -4.75911 0.153 -0.051 2.152 0.156
H 0.10897 1.60841 -3.29841 -1.546 1.000 -0.724 0.113
H -2.82468 1.19934 -4.38512 1.005 -0.732 1.601 0.107
H -2.46874 0.72325 -2.56116 0.652 -0.289 -1.626 0.086
H 0.17760 -2.67859 -5.19170 1.153 0.981 0.659 0.109
H 1.69205 -1.66355 -5.66485 -1.419 -0.490 1.214 0.119
H 1.51419 -3.74628 -3.48414 0.636 1.529 -0.149 0.053
H 1.95904 -2.11928 -2.69899 -0.047 -0.823 -1.762 0.080
H 3.01054 -2.86143 -4.08328 -1.688 0.560 0.652 -0.038
H -2.68905 -2.35665 -7.26821 0.764 0.724 2.100 0.016
H -2.24806 -3.08624 -5.62186 -0.395 1.693 -0.481 0.121
H -4.93431 -2.20956 -6.23546 1.293 0.817 0.711 0.060
H -4.14403 -0.53179 -5.80237 -0.164 -2.289 0.243 -0.011
H -4.19141 -1.90145 -4.54222 0.038 0.248 -1.578 0.075
C -4.03879 5.54500 4.02318 -0.085 0.165 -0.083 -1.558
Br -4.29440 6.46396 5.71198 0.105 -0.243 -0.349 0.579
Br -2.48284 6.20548 3.07092 -0.291 -0.100 0.250 0.627
Br -3.98288 3.61764 4.25333 -0.279 0.474 0.577 0.698
H -4.90804 5.76657 3.40488 0.258 -0.088 0.162 -0.017
C 4.22856 1.40636 3.10631 0.023 -0.068 0.202 -1.573
Br 5.84957 0.43712 3.54791 -0.326 0.216 -0.133 0.562
Br 4.61428 3.11211 2.26471 -0.070 -0.318 0.082 0.567
Br 3.01446 0.33505 2.03811 0.620 -0.129 0.641 0.680
H 3.72041 1.62221 4.04554 0.126 -0.053 -0.287 -0.020
C -3.91351 -0.04311 -9.58287 0.081 0.126 -0.119 -1.564
Br -4.19629 0.86366 -7.89446 0.008 0.144 -0.688 0.640
Br -2.33916 0.61818 -10.50250 -0.293 -0.168 0.211 0.569
Br -3.86797 -1.96864 -9.35905 -0.133 0.351 -0.500 0.616
H -4.77034 0.18305 -10.21563 0.250 -0.055 0.238 -0.092
C 8.41872 4.76289 3.54830 -0.143 -0.036 -0.092 -1.603
Br 9.68284 6.17271 3.12525 -0.134 -0.316 0.087 0.560
Br 8.93966 3.06892 2.76206 -0.106 0.395 0.272 0.539
Br 8.12033 4.61103 5.45971 0.073 0.046 -0.345 0.569
H 7.46638 5.04353 3.09898 0.251 -0.054 0.158 -0.054
C -1.80507 -2.97859 8.76381 0.209 -0.167 0.011 -1.562
Br -1.74469 -2.95292 6.82399 1.125 -0.751 1.243 0.748
Br -1.04551 -1.36589 9.53072 -0.176 -0.275 -0.145 0.561
Br -3.59635 -3.31813 9.42806 0.355 0.125 -0.172 0.573
H -1.18149 -3.81086 9.09028 -0.152 0.239 -0.059 -0.102
C 2.90891 -6.70789 -4.52311 0.070 -0.108 -0.042 -1.592
Br 3.23160 -6.52292 -2.61885 -0.105 0.015 -0.370 0.567
Br 1.11074 -7.33539 -4.89254 0.337 0.189 0.097 0.561
Br 3.31229 -5.07165 -5.48412 0.059 -0.663 -0.121 0.621
H 3.59457 -7.47058 -4.89010 -0.205 0.230 0.112 -0.029
C 1.66551 -6.10208 9.59912 0.028 -0.151 0.021 -1.593
Br 1.33505 -4.37565 10.42030 0.054 -0.238 -0.124 0.581
Br 0.55081 -6.37903 8.03526 0.201 0.142 0.284 0.580
Br 3.54609 -6.36265 9.20119 -0.402 0.110 0.056 0.573
H 1.38572 -6.86095 10.32892 0.078 0.237 -0.203 -0.024
C -6.81176 -4.89987 6.49804 0.142 -0.061 -0.006 -1.600
Br -6.63924 -3.03401 6.99998 -0.175 -0.361 -0.065 0.562
Br -8.17776 -5.80310 7.53860 0.236 0.207 -0.216 0.560
Br -7.10103 -5.10856 4.59121 0.022 0.086 0.393 0.567
H -5.86257 -5.38159 6.73115 -0.252 0.155 -0.083 -0.023
C 4.27928 0.73564 -5.99494 -0.262 0.026 -0.167 -1.610
Br 5.81212 1.49521 -6.91066 -0.269 -0.142 0.213 0.561
Br 4.80901 -0.58635 -4.67675 -0.046 0.286 -0.224 0.586
Br 3.14677 2.10894 -5.22361 0.464 -0.405 -0.120 0.599
H 3.68511 0.21606 -6.74595 0.229 0.105 0.200 -0.033
C 2.75075 -0.74020 10.75410 -0.006 -0.067 -0.123 -1.634
Br 1.63169 -0.99446 12.31879 0.256 0.054 -0.270 0.530
Br 2.97093 1.13847 10.32312 -0.044 -0.371 0.125 0.562
Br 4.45744 -1.64487 10.93380 -0.346 0.208 0.002 0.555
H 2.23235 -1.20149 9.91348 0.120 0.115 0.231 -0.060
C -0.01011 -2.40450 -12.43413 0.061 -0.083 -0.021 -1.605
Br 0.31152 -2.24536 -10.52775 -0.075 -0.033 -0.342 0.534
Br -1.81084 -3.01959 -12.81242 0.336 0.170 0.095 0.545
Br 0.40210 -0.75791 -13.37396 -0.125 -0.289 0.219 0.553
H 0.67234 -3.16567 -12.81019 -0.205 0.231 0.108 -0.028
C 12.89854 4.05633 1.37315 -0.097 0.005 0.120 -1.620
Br 14.52382 3.09421 1.81711 -0.311 0.190 -0.132 0.560
Br 13.27717 5.76454 0.53508 -0.071 -0.360 0.141 0.550
Br 11.69306 2.97922 0.30131 0.377 0.216 0.076 0.531
H 12.38683 4.26833 2.31183 0.110 -0.052 -0.265 -0.051
C -8.46321 -0.17872 -8.65644 -0.126 0.067 0.059 -1.589
Br -8.16760 -1.20113 -7.03443 0.022 0.223 -0.339 0.569
Br -8.30188 1.72932 -8.34623 0.020 -0.408 -0.060 0.563
Br -7.31345 -0.77376 -10.10186 -0.361 0.068 0.247 0.600
H -9.49001 -0.36539 -8.96868 0.315 0.041 0.072 -0.027
C 6.49382 8.18293 5.88028 0.124 -0.063 0.090 -1.622
Br 6.63977 10.04935 6.38860 -0.079 -0.380 -0.138 0.567
Br 5.11504 7.26527 6.89036 0.252 0.202 -0.235 0.551
Br 6.24516 7.97452 3.96753 -0.022 0.061 0.342 0.553
H 7.44218 7.70863 6.13157 -0.268 0.105 -0.100 -0.050
```
Forces are in eV/Å.